Here is a structure of composition C13H32BN8O2PPdS2 from the Open Molecules 2025 dataset. Energies are from ωB97M-V/def2-TZVPD.

Each line ends with the Mulliken charge.
Positions of all 60 atoms, in Å:
Pd  0.50991  1.13533  -0.10332  0.684
C  -0.83216  1.29655  4.00579  -0.783
N  0.32658  0.42796  3.87151  0.313
C  0.59684  -0.68421  4.63165  -0.465
C  1.76637  -1.19407  4.17253  -0.434
N  2.19300  -0.40072  3.13454  0.006
B  3.51593  -0.60700  2.36214  0.166
N  3.29210  -1.39383  0.96614  0.407
C  4.39133  -1.96176  0.38001  -0.683
C  3.98709  -2.62038  -0.73117  -0.472
N  2.63223  -2.42662  -0.83551  0.237
C  1.80032  -3.10100  -1.81298  -0.777
C  2.22839  -1.67011  0.21551  -0.099
S  0.60457  -1.07468  0.47898  -0.360
C  1.30579  0.57927  2.96265  -0.220
S  1.37209  1.87327  1.81274  -0.509
H  -1.41081  0.96401  4.86323  0.336
H  -1.44327  1.25787  3.10172  0.200
H  -0.51270  2.32468  4.16199  0.353
H  -0.03619  -0.98688  5.44494  0.481
H  2.34714  -2.03313  4.50620  0.529
H  4.20239  -1.35822  3.01057  -0.149
H  4.05286  0.44019  2.11755  -0.047
H  5.36669  -1.86646  0.81792  0.501
H  4.53459  -3.21163  -1.44120  0.482
H  2.40085  -3.32177  -2.69165  0.285
H  0.96475  -2.46982  -2.10951  0.243
H  1.40882  -4.03740  -1.41494  0.313
N  0.13153  3.17248  -0.61037  -0.469
C  1.03094  3.67375  -1.66912  -0.548
C  0.79222  2.91083  -2.97345  -0.641
C  1.13850  1.43652  -2.97056  -0.593
N  0.21898  0.61033  -2.13911  -0.373
H  -0.83209  3.18823  -0.93978  0.200
H  0.14263  3.75681  0.22203  0.344
H  2.05450  3.54617  -1.31744  0.341
H  0.85571  4.73409  -1.85760  0.419
H  1.36723  3.37667  -3.77333  0.357
H  -0.26311  3.03470  -3.24533  0.267
H  2.14133  1.28813  -2.56220  0.376
H  1.13487  1.07373  -4.00108  0.460
H  0.51526  -0.36051  -2.19756  0.149
H  -0.74070  0.62289  -2.49035  0.184
N  -2.15899  -2.47781  -0.26318  -0.030
C  -2.98546  -1.47099  0.47476  -0.839
P  -3.07605  0.04168  -0.57895  1.253
O  -2.69375  -0.46625  -1.96919  -1.078
O  -2.38322  1.19300  0.06618  -0.666
C  -4.88288  0.38988  -0.83340  -0.767
N  -5.02534  0.76608  -2.27269  -0.231
H  -2.34431  -3.43323  0.04094  0.418
H  -1.13618  -2.26081  -0.13072  -0.141
H  -2.35234  -2.34994  -1.27044  0.430
H  -2.48122  -1.21606  1.40567  0.284
H  -3.96024  -1.89969  0.69127  0.567
H  -5.25807  1.18993  -0.20031  0.389
H  -5.47138  -0.51338  -0.68048  0.394
H  -4.85677  1.76534  -2.40629  0.351
H  -5.93800  0.54493  -2.67150  0.360
H  -4.24912  0.25304  -2.75447  0.294

Net charge ... +2
E_HOMO ... -13.07 eV
Relative energy (zero: lowest compared OMol25 entry of this formula, charge and spin) ... 16.4 kJ/mol
Orbital gap ... 7.76 eV